No. 1
The following is a quantum chemistry calculation of C8H18AgF5NO13S3 as an isolated structure at a distorted geometry, from OMol25.

Summary:
2S+1	1
energy above the lowest of the compared OMol25 structures with the same formula, charge and spin	1.983	eV
highest occupied orbital energy	3.1	eV
charge	-3

```
49
Properties=species:S:1:pos:R:3:nbo_charge:R:1
Ag 0.398 0.094 0.351 0.91
N -1.134 -2.819 -1.985 -1.09
S -1.294 -2.650 -3.534 2.44
O -1.323 -3.867 -4.293 -0.94
O -0.711 -1.468 -4.113 -0.94
F -2.886 -2.282 -3.449 -0.54
S 0.535 -2.860 -1.948 2.43
O 1.202 -1.650 -1.562 -0.93
O 1.211 -3.766 -2.834 -0.93
F 0.517 -3.730 -0.628 -0.48
C -2.788 2.654 3.033 0.69
F -3.191 3.198 4.203 -0.35
F -3.273 1.430 2.948 -0.31
F -3.290 3.413 2.036 -0.35
S -0.898 2.658 2.987 2.34
O -0.537 1.811 4.089 -0.95
O -0.609 2.115 1.662 -1.03
O -0.560 4.064 3.178 -1.03
C -0.483 -2.304 3.005 0.95
O 0.257 -2.158 4.067 -0.92
O -1.455 -3.155 3.046 -0.91
O -0.201 -1.619 1.922 -1.00
C 1.034 1.592 -3.081 -0.65
C 2.005 2.047 -2.010 -0.06
O 1.305 1.976 -0.745 -0.74
H 0.575 0.664 -2.725 0.26
H 1.442 1.399 -4.073 0.20
H 0.193 2.290 -3.128 0.20
H 2.361 3.072 -2.146 0.14
H 2.849 1.358 -1.917 0.17
H 1.351 2.876 -0.410 0.49
C 3.564 -2.333 2.784 -0.63
C 3.361 -1.142 1.844 -0.05
O 2.211 -0.407 2.182 -0.80
H 3.702 -2.111 3.839 0.20
H 4.440 -2.904 2.435 0.15
H 2.719 -3.008 2.634 0.25
H 3.217 -1.573 0.843 0.15
H 4.229 -0.476 1.894 0.13
H 1.449 -1.055 2.299 0.54
C -2.548 2.124 -1.108 -0.65
C -2.418 0.814 -1.854 -0.05
O -1.729 -0.086 -1.010 -0.75
H -2.801 1.949 -0.061 0.25
H -3.207 2.878 -1.543 0.18
H -1.565 2.596 -0.989 0.22
H -1.943 1.007 -2.825 0.15
H -3.393 0.345 -2.032 0.15
H -1.893 -1.000 -1.277 0.51
```

---

No. 2
The following is a quantum chemistry calculation of C8H18CeCl2O3P as an isolated structure at a distorted geometry, from OMol25.

Summary:
2S+1	2
highest occupied orbital energy (alpha / beta)	-16.3 / -16.0	eV
charge	+2

```
33
Properties=species:S:1:pos:R:3:mulliken_spin:R:1
C 4.067 1.117 -1.571 0.11
C 2.880 0.551 -0.846 0.25
H 4.171 0.715 -2.601 0.02
H 4.977 0.930 -0.967 0.00
H 3.913 2.201 -1.586 0.00
O 2.265 -0.496 -1.182 0.20
Cl 3.080 -0.990 3.112 -0.03
Ce 1.773 -0.069 1.129 0.51
P -0.960 1.044 -0.914 -0.02
C -1.740 0.502 -2.475 -0.01
C -2.432 1.793 -0.123 0.00
H 0.668 2.850 -0.760 0.00
H -0.800 3.310 -1.682 0.00
H 0.461 2.283 -2.452 0.00
C -0.060 2.516 -1.512 0.00
H -2.170 2.101 0.896 0.00
H -2.751 2.665 -0.712 0.00
H -2.282 1.347 -2.924 0.00
H -2.450 -0.309 -2.250 0.00
H -3.249 1.056 -0.097 0.00
H -0.966 0.139 -3.168 0.00
C 0.039 -1.454 -0.898 0.02
O -0.106 -2.207 -1.761 0.00
Cl 0.621 2.086 1.995 -0.03
C -1.681 -2.931 3.041 0.00
C -0.496 -2.835 2.085 0.00
O -0.021 -1.444 2.078 0.00
H -1.377 -2.724 4.078 0.00
H -2.086 -3.943 3.010 0.00
H -2.488 -2.256 2.748 0.00
H 0.361 -3.456 2.400 0.00
H -0.757 -3.077 1.043 0.00
H -0.405 -1.019 2.868 0.00
```

---

No. 3
The following is a quantum chemistry calculation of C8H18Cl2O3PPtS as an isolated structure at a distorted geometry, from OMol25.

Summary:
2S+1	5
energy above the lowest of the compared OMol25 structures with the same formula, charge and spin	0.000	eV
highest occupied orbital energy (alpha / beta)	-18.9 / -21.2	eV
charge	+3

```
34
Properties=species:S:1:pos:R:3:nbo_charge:R:1
C 1.889 1.899 0.391 -0.74
C 1.457 0.703 -0.383 0.47
H 2.717 2.400 -0.138 0.31
H 2.240 1.587 1.386 0.31
H 1.049 2.595 0.523 0.31
O 2.124 0.219 -1.280 -0.17
Cl -0.570 1.119 1.804 -0.39
Pt -0.301 -0.473 -0.135 0.61
P -1.553 1.052 -1.381 1.14
C -1.532 0.555 -3.123 -0.98
C -3.294 1.146 -0.877 -0.97
H -0.999 3.158 -0.340 0.28
H -1.648 3.372 -1.999 0.31
H 0.042 2.842 -1.762 0.26
C -0.977 2.776 -1.367 -0.97
H -3.338 1.230 0.215 0.28
H -3.762 2.024 -1.342 0.31
H -2.071 1.301 -3.722 0.31
H -2.016 -0.423 -3.215 0.27
H -3.805 0.226 -1.182 0.27
H -0.495 0.478 -3.466 0.27
C 0.184 -1.684 -1.483 0.50
O 0.444 -2.417 -2.332 -0.27
Cl -2.255 -1.808 0.231 0.27
C 0.940 -3.514 2.915 -0.79
S 1.212 -2.294 1.614 1.35
C 2.262 -1.131 2.486 -0.82
O 2.006 -2.954 0.548 -0.52
H 0.657 -2.998 3.837 0.30
H 1.873 -4.075 3.036 0.31
H 0.129 -4.169 2.582 0.29
H 2.702 -1.652 3.346 0.31
H 3.046 -0.804 1.793 0.28
H 1.642 -0.289 2.819 0.29
```

---

> The highest charge belongs to which entry?

C8H18Cl2O3PPtS

---

> What is the formula in the first record?

C8H18AgF5NO13S3